(1)
{"formula": "C33H34F2N9O2S", "method": "ωB97M-V/def2-TZVPD", "homo_lumo_gap_ev": 7.75, "charge": 1, "e_above_lowest_kcal_mol": 0.00, "elements": ["N", "C", "C", "H", "F", "C", "C", "O", "H", "S", "H", "C", "C", "H", "H", "C", "N", "C", "H", "C", "C", "C", "H", "C", "C", "H", "F", "N", "N", "H", "H", "H", "C", "H", "H", "C", "C", "C", "C", "H", "C", "C", "H", "C", "H", "N", "C", "H", "H", "H", "N", "C", "C", "H", "C", "C", "H", "H", "H", "H", "H", "C", "C", "N", "C", "H", "H", "H", "C", "N", "O", "N", "H", "C", "H", "H", "H", "H", "H", "C", "C"], "coordinates": [[-2.29, 4.26, -0.60], [-4.02, 5.42, -1.78], [-3.61, 3.82, -5.25], [2.26, -3.57, 4.02], [0.77, -4.28, -0.65], [2.25, 2.49, -2.62], [-7.74, 1.84, 3.42], [1.07, -5.57, 1.93], [-2.66, 3.79, 1.36], [4.02, -0.50, 1.26], [-4.94, 4.78, 1.41], [-2.10, 5.67, -5.30], [-1.13, 4.82, -4.82], [4.23, 2.01, -1.93], [-1.87, 6.71, -5.50], [0.23, -0.37, 3.76], [4.56, -4.02, -0.34], [-7.03, 1.22, 4.43], [4.88, -7.37, 0.38], [0.54, -1.16, 2.67], [6.25, -5.78, -0.12], [-4.83, 5.41, -0.65], [1.64, -1.17, -1.82], [-2.77, 4.83, -1.70], [-3.37, 5.16, -5.52], [0.20, -0.90, 1.68], [3.20, -6.08, 2.27], [2.62, -5.42, 0.19], [1.25, -2.29, 2.77], [-5.05, 0.82, 5.18], [0.46, -0.16, 5.89], [5.91, -4.52, -1.86], [2.18, -5.69, 1.54], [-0.12, 5.17, -4.64], [2.48, 3.53, -2.82], [-5.65, 1.29, 4.41], [5.94, -7.22, 0.16], [1.42, -1.92, 5.12], [0.68, -0.76, 5.01], [0.19, 2.60, -3.24], [-5.04, 1.99, 3.38], [3.23, 1.64, -2.12], [6.21, -7.81, -0.72], [5.33, -5.02, -1.09], [-5.81, 5.85, -0.67], [-5.71, 2.60, 2.40], [0.75, 0.64, -2.56], [4.60, -0.71, 2.46], [-4.17, 5.80, -5.90], [4.64, -5.70, -1.58], [3.01, -3.08, 0.83], [4.00, -2.15, 0.66], [-4.35, 4.81, 0.51], [-8.83, 1.81, 3.40], [-7.04, 2.52, 2.44], [1.68, -2.65, 3.98], [-2.71, 2.00, -4.55], [-3.96, 2.08, 3.33], [-7.56, 3.02, 1.63], [-4.59, 3.38, -5.41], [-0.23, 0.20, -2.72], [1.49, -5.38, -0.73], [3.37, -4.21, 0.21], [3.02, 0.36, -1.84], [1.79, -0.12, -2.06], [2.14, -2.87, 1.41], [6.53, -7.55, 1.01], [-7.54, 0.69, 5.22], [-2.56, 3.05, -4.77], [7.24, -5.24, 0.45], [1.27, -6.25, -1.49], [-1.34, 3.53, -4.56], [5.91, -2.34, -0.44], [-3.08, 4.26, 0.48], [1.79, -2.26, 6.08], [-4.36, 5.87, -2.70], [-2.11, 4.81, -2.56], [7.36, -4.26, 0.17], [-0.35, 0.53, 3.63], [4.97, -2.73, -0.09], [0.98, 1.98, -2.84]]}

(2)
{"formula": "C6H10", "method": "ωB97M-V/def2-TZVPD", "homo_lumo_gap_ev": 9.99, "e_above_lowest_kcal_mol": 77.72, "elements": ["H", "H", "C", "C", "H", "C", "H", "H", "H", "C", "H", "C", "H", "H", "H", "C"], "coordinates": [[0.06, -0.08, 2.31], [-1.11, 1.05, -2.59], [0.84, -0.73, 1.91], [1.08, -0.50, 0.42], [1.87, -1.18, 0.08], [-0.15, -0.74, -0.47], [-0.66, -1.65, -0.14], [-1.74, 2.30, -1.50], [0.14, -0.91, -1.51], [-1.99, 0.17, 0.39], [0.00, 1.97, -1.57], [-0.99, 1.51, -1.60], [1.45, 0.52, 0.26], [1.77, -0.54, 2.47], [0.55, -1.77, 2.11], [-1.14, 0.46, -0.55]]}

(3)
{"formula": "C2H11N5O2S", "method": "ωB97M-V/def2-TZVPD", "smiles": "CNN(NC)NS(N)(=O)=O", "homo_lumo_gap_ev": 8.95, "elements": ["H", "H", "C", "S", "N", "H", "N", "H", "N", "H", "N", "H", "H", "O", "H", "H", "N", "C", "O", "H", "H"], "coordinates": [[1.44, 1.88, 0.40], [-1.34, -0.73, 1.76], [0.81, 1.64, -1.62], [-0.44, -1.65, -0.69], [-0.17, 0.74, 0.35], [1.36, 2.43, -2.00], [-0.58, 1.17, 1.55], [1.10, -3.35, -0.36], [0.69, -0.64, 0.15], [1.29, -2.23, -1.64], [0.65, -2.81, -1.09], [-2.41, 0.68, 1.26], [-1.81, 0.74, 2.89], [-1.42, -2.09, 0.26], [1.00, -0.96, 1.05], [1.52, 0.78, -1.88], [0.54, 1.74, -0.25], [-1.68, 0.37, 1.92], [-0.70, -0.95, -1.91], [0.16, 1.43, 2.20], [-0.02, 1.82, -2.34]]}